Computed, not measured: a cluster of 2 separate species, C31H56BClN3O12P2 in total in a non-equilibrium geometry, with ωB97M-V/def2-TZVPD.

Properties
Molecular weight in g mol⁻¹: 771.011
HOMO energy in eV: -5.06
2S+1: 1
Charge: -1

Bonds (Å) are listed after each position.
Positions of all 106 atoms, in Å:
1 C -1.184 0.007 1.134  C2 1.625, H42 1.141, H43 1.155, H44 1.140
2 C -0.595 0.234 -0.364  C1 1.625, O3 1.467, H45 1.154, H46 1.147
3 O 0.827 0.592 -0.352  C2 1.467, B4 1.446
4 B 1.395 0.298 -1.649  O3 1.446, O5 1.469, C6 1.656
5 O 0.480 0.503 -2.780  B4 1.469, H47 0.992
6 C 2.968 -0.175 -1.858  B4 1.656, C7 1.603, O17 1.473, C34 1.620
7 C 3.032 -1.135 -3.140  C6 1.603, C8 1.596, H48 1.160, H49 1.160
8 C 2.769 -2.687 -2.882  C7 1.596, C9 1.602, H50 1.162, H51 1.144
9 C 1.279 -3.105 -2.468  C8 1.602, C10 1.606, H52 1.159, H53 1.160
10 C 0.143 -2.778 -3.555  C9 1.606, C11 1.636, H54 1.157, H55 1.140
11 C -1.286 -2.839 -2.760  C10 1.636, C12 1.606, H56 1.156, H57 1.156
12 C -2.298 -1.664 -3.180  C11 1.606, C13 1.618, H58 1.142, H59 1.159
13 C -3.522 -1.443 -2.145  C12 1.618, C14 1.613, H60 1.155, H61 1.148
14 C -3.890 0.110 -1.907  C13 1.613, O15 1.459, H62 1.142, H63 1.151
15 O -4.411 0.218 -0.549  C14 1.459, C16 1.448
16 C -4.321 1.579 -0.061  O15 1.448, H64 1.143, H65 1.145, H66 1.156
17 O 3.533 -1.049 -0.815  C6 1.473, P18 1.736
18 P 4.739 -0.341 0.213  O17 1.736, C19 1.920, O22 1.783, P25 2.234, C27 1.908, O33 1.727
19 C 3.368 -0.146 1.542  P18 1.920, C20 1.605, H67 1.154, H68 1.159
20 C 2.513 -1.476 1.818  C19 1.605, O21 1.260, H69 1.159
21 O 1.474 -1.847 1.209  C20 1.260
22 O 5.792 0.500 1.381  P18 1.783, C23 1.428
23 C 5.561 1.909 1.337  O22 1.428, N24 1.218
24 N 5.209 2.980 1.796  C23 1.218
25 P 5.361 -2.235 1.223  P18 2.234, N26 1.634, H70 1.436, H71 1.453
26 N 5.534 -2.001 2.831  P25 1.634, H72 1.034
27 C 6.252 -0.691 -0.896  P18 1.908, C28 1.585, C32 1.575
28 C 6.379 -1.936 -1.869  C27 1.585, C29 1.539, H73 1.136
29 C 7.703 -2.057 -2.645  C28 1.539, N30 1.419, H74 1.156
30 N 8.853 -1.226 -2.670  C29 1.419, C31 1.422
31 C 8.806 -0.100 -1.802  N30 1.422, C32 1.540, H75 1.151
32 C 7.556 0.189 -0.951  C27 1.575, C31 1.540, H76 1.151
33 O 4.589 1.209 -0.534  P18 1.727, C34 1.462
34 C 3.864 1.174 -1.803  C6 1.620, O33 1.462, Cl35 1.876, C36 1.617
35 Cl 5.067 1.475 -3.211  C34 1.876
36 C 3.132 2.614 -1.741  C34 1.617, C37 1.638, H77 1.158, H78 1.158
37 C 4.227 3.831 -1.788  C36 1.638, C38 1.638, H79 1.139, H80 1.142
38 C 3.688 5.085 -0.883  C37 1.638, C39 1.595, H81 1.160, H82 1.147
39 C 2.757 6.095 -1.694  C38 1.595, O40 1.253, O41 1.439
40 O 1.512 6.089 -1.556  C39 1.253
41 O 3.422 7.044 -2.549  C39 1.439, H83 0.986
42 H -1.680 0.986 1.445  C1 1.141
43 H -1.994 -0.811 1.026  C1 1.155
44 H -0.404 -0.371 1.874  C1 1.140
45 H -0.800 -0.753 -0.924  C2 1.154
46 H -1.139 1.131 -0.830  C2 1.147
47 H 1.071 0.917 -3.461  O5 0.992
48 H 2.329 -0.821 -4.008  C7 1.160
49 H 4.093 -1.070 -3.606  C7 1.160
50 H 2.973 -3.216 -3.897  C8 1.162
51 H 3.479 -3.193 -2.141  C8 1.144
52 H 1.294 -4.242 -2.244  C9 1.159
53 H 1.014 -2.615 -1.451  C9 1.160
54 H 0.097 -3.675 -4.285  C10 1.157
55 H 0.246 -1.771 -4.078  C10 1.140
56 H -1.144 -2.787 -1.614  C11 1.156
57 H -1.841 -3.836 -2.948  C11 1.156
58 H -1.704 -0.707 -3.363  C12 1.142
59 H -2.793 -1.968 -4.182  C12 1.159
60 H -4.498 -1.956 -2.487  C13 1.155
61 H -3.232 -1.865 -1.117  C13 1.148
62 H -2.977 0.770 -2.095  C14 1.142
63 H -4.724 0.467 -2.616  C14 1.151
64 H -3.262 2.010 -0.080  C16 1.143
65 H -5.102 2.222 -0.599  C16 1.145
66 H -4.642 1.551 1.049  C16 1.156
67 H 2.718 0.787 1.342  C19 1.154
68 H 3.895 0.080 2.550  C19 1.159
69 H 2.891 -2.162 2.672  C20 1.159
70 H 4.438 -3.286 0.901  P25 1.436
71 H 6.674 -2.677 0.786  P25 1.453
72 H 6.522 -2.194 3.068  N26 1.034
73 H 5.555 -2.714 -1.948  C28 1.136
74 H 7.771 -2.988 -3.327  C29 1.156
75 H 9.705 0.614 -1.725  C31 1.151
76 H 7.598 1.128 -0.286  C32 1.151
77 H 2.575 2.796 -0.742  C36 1.158
78 H 2.453 2.821 -2.656  C36 1.158
79 H 5.229 3.543 -1.329  C37 1.139
80 H 4.292 4.236 -2.855  C37 1.142
81 H 4.648 5.677 -0.614  C38 1.160
82 H 3.255 4.744 0.123  C38 1.147
83 H 4.256 6.589 -2.811  O41 0.986
84 C -6.963 -0.930 1.479  O85 1.422, H93 1.094, H94 1.092, H95 1.092
85 O -7.291 -1.259 2.823  C84 1.422, C86 1.419
86 C -6.166 -1.550 3.636  O85 1.419, C87 1.530, H96 1.096, H97 1.096
87 C -6.167 -0.748 4.939  C86 1.530, O88 1.427, H98 1.095, H99 1.089
88 O -6.036 0.668 4.819  C87 1.427, C89 1.427
89 C -7.091 1.384 4.177  O88 1.427, C90 1.530, H100 1.089, H101 1.095
90 C -8.455 1.360 4.871  C89 1.530, O91 1.423, H102 1.096, H103 1.093
91 O -9.028 0.057 4.869  C90 1.423, C92 1.416
92 C -9.487 -0.373 6.138  O91 1.416, H104 1.095, H105 1.093, H106 1.095
93 H -6.984 -1.835 0.864  C84 1.094
94 H -7.720 -0.238 1.105  C84 1.092
95 H -5.995 -0.432 1.394  C84 1.092
96 H -5.224 -1.375 3.102  C86 1.096
97 H -6.220 -2.616 3.882  C86 1.096
98 H -5.292 -1.071 5.514  C87 1.095
99 H -7.024 -0.997 5.562  C87 1.089
100 H -7.169 1.088 3.133  C89 1.089
101 H -6.761 2.428 4.160  C89 1.095
102 H -9.139 2.007 4.310  C90 1.096
103 H -8.362 1.760 5.884  C90 1.093
104 H -8.881 0.028 6.957  C92 1.095
105 H -9.418 -1.464 6.169  C92 1.093
106 H -10.534 -0.085 6.270  C92 1.095

These are the Mulliken partial charges, in e, on atoms 1 to 8: C -1.031; C 0.870; O -0.718; B 0.378; O -0.684; C 1.064; C -0.469; C -0.757